[1]
Formula: C55H49NO17
Source: the Open Molecules 2025 dataset
Level of theory: ωB97M-V/def2-TZVPD

```
122
Properties=species:S:1:pos:R:3:mulliken_charge:R:1
O 6.597 6.231 3.392 -0.545
O 1.224 4.467 -1.801 -0.456
O -2.410 5.902 -10.951 -0.540
O 0.484 10.403 0.131 -0.578
O 1.331 7.724 -4.359 -0.573
O -1.220 0.348 4.847 -0.544
O -1.962 -4.226 2.246 -0.576
O 2.318 -8.345 3.196 -0.576
O 3.992 9.035 -0.264 -0.508
O 1.076 -0.324 0.354 -0.570
O -7.717 -5.049 3.645 -0.546
O -1.773 3.108 -6.498 -0.535
O 1.312 -7.102 -1.407 -0.458
O -2.335 -7.118 5.407 -0.571
O 0.064 0.140 -4.618 -0.554
O -3.615 -1.119 9.335 -0.552
O -6.668 -0.741 6.535 -0.622
N 3.690 -5.444 -0.754 -0.708
C 0.117 -9.020 3.689 -0.310
C -1.592 -0.855 8.163 -0.416
C -1.706 5.885 -8.705 -0.388
C 1.604 -2.445 -3.979 -1.610
C 2.942 -5.354 -2.017 0.580
C -0.136 -6.442 4.912 -0.352
C -1.062 -2.077 2.579 -0.438
C -3.243 0.094 6.023 -0.206
C 6.078 8.355 2.523 -0.365
C -0.595 -3.448 0.496 -0.743
C -7.477 -4.064 4.307 0.371
C -0.992 -0.488 7.034 -0.417
C 1.493 -5.770 -1.850 -0.386
C 0.332 1.138 -3.983 0.259
C 0.630 3.567 -3.886 -0.316
C 1.110 8.370 -0.878 -0.333
C 1.033 -6.750 4.356 -0.331
C -2.638 3.828 -9.862 -0.369
C -1.268 -3.330 1.813 0.169
C -1.052 -8.713 4.245 -0.386
C -7.517 -2.706 3.707 -0.419
C 1.251 -8.064 3.702 0.354
C -2.476 3.125 -8.744 -0.396
C 0.337 2.486 -4.603 -0.258
C -1.271 -7.399 4.900 0.402
C 0.710 9.757 -3.349 -0.372
C 3.776 -3.420 -4.810 -1.726
C -7.253 -1.623 4.433 -0.353
C 0.680 9.788 -0.896 0.416
C 4.591 8.395 0.573 0.387
C 0.373 -1.213 0.791 0.211
C -1.546 5.183 -7.587 -0.346
C 1.262 -7.239 0.006 -0.860
C 2.547 -3.652 -3.906 1.066
C -2.265 5.263 -9.931 0.344
C 5.165 6.207 1.525 -0.395
C 1.326 7.697 -2.004 -0.004
C -1.919 3.749 -7.520 0.436
C 4.512 6.913 0.605 -0.227
C 0.496 10.430 -2.222 -0.478
C -1.772 0.015 5.877 0.318
C -3.068 -0.778 8.308 0.275
C 0.166 -2.466 0.022 0.790
C 5.425 9.061 1.603 -0.409
C 0.962 3.470 -2.446 0.192
C 0.966 2.123 -1.826 -0.558
C -7.131 -4.167 5.747 -0.451
C 1.141 8.337 -3.327 0.296
C -6.909 -1.730 5.871 0.462
C -0.301 -1.093 2.106 -0.309
C -6.868 -3.083 6.472 -0.219
C 0.672 1.041 -2.541 0.118
C 2.972 -3.885 -2.457 -0.789
C 6.001 6.873 2.555 0.346
C -3.849 -0.273 7.150 -0.568
H -4.923 -0.224 7.272 0.750
H -0.317 -5.490 5.394 0.464
H -1.561 -2.010 3.537 0.423
H 0.640 4.563 -4.314 0.469
H 4.198 -4.393 -5.055 0.393
H -7.277 -0.625 4.016 0.444
H 0.582 10.206 -4.326 0.425
H -3.793 0.463 5.165 0.492
H 1.971 -1.621 -3.368 0.198
H 0.667 -2.532 -0.937 0.097
H -2.741 2.078 -8.672 0.428
H -3.043 3.393 -10.767 0.401
H 3.467 -2.923 -5.724 0.421
H -0.759 -4.371 -0.047 0.615
H -6.612 -3.135 7.523 0.468
H 3.898 6.447 -0.156 0.484
H -1.891 -9.396 4.248 0.416
H 3.374 -5.997 -2.792 0.121
H 2.322 -3.365 -1.752 -0.247
H -1.042 -1.225 9.019 0.431
H 3.985 -3.529 -2.280 0.559
H 1.643 6.662 -2.010 0.309
H 0.327 -7.690 0.344 0.288
H 4.672 -5.324 -0.987 0.303
H -7.772 -2.653 2.656 0.420
H 2.065 -7.909 0.317 0.314
H 1.238 7.921 0.098 0.494
H 5.468 10.141 1.562 0.412
H 0.095 2.534 -5.649 0.385
H 0.181 11.466 -2.215 0.417
H 0.650 -2.750 -3.548 0.302
H 1.215 2.069 -0.774 0.561
H 1.035 -5.713 -2.838 0.258
H 2.017 -4.502 -4.335 0.188
H 6.692 8.820 3.284 0.403
H 0.298 -9.972 3.206 0.439
H -1.140 5.618 -6.682 0.525
H 1.872 -6.067 4.352 0.447
H 0.082 -0.537 6.905 0.462
H 1.464 -2.121 -5.003 0.565
H 3.631 -6.380 -0.365 0.217
H 5.121 5.127 1.567 0.429
H 1.390 -6.287 0.517 0.444
H -0.142 -0.173 2.653 0.549
H -1.441 6.932 -8.775 0.419
H 0.669 0.050 -2.109 0.162
H 4.537 -2.839 -4.298 0.365
H -7.107 -5.165 6.165 0.412
H 0.944 -5.059 -1.225 -0.016
```

- SMILES = COC[C@H](N)CC(C)C.O=C1C=CC(=O)C=C1.O=C1C=CC(=O)C=C1.O=C1C=CC(=O)C=C1.O=C1C=CC(=O)C=C1.O=C1C=CC(=O)C=C1.O=C1C=CC(=O)C=C1.O=C1C=CC(=O)C=C1.O=C1C=CC(=O)C=C1
- HOMO-LUMO gap (eV) = 7.75
- largest force on an atom (hartree/bohr) = 0.0254
- DFT total energy (Ha) = -3458.7499
- HOMO energy (eV) = -9.49


[2]
Formula: CH5INPS
Source: the Open Molecules 2025 dataset
Level of theory: ωB97M-V/def2-TZVPD

```
10
Properties=species:S:1:pos:R:3:mulliken_charge:R:1
I 2.764 0.718 0.034 0.052
S 0.832 -2.547 -0.126 -0.305
P 0.742 -0.602 0.013 0.380
N -1.000 0.187 1.773 -0.622
C -0.266 0.239 -1.464 -0.923
H -0.582 1.127 1.966 0.224
H -0.496 1.196 -1.060 0.324
H 0.366 0.206 -2.328 0.359
H -1.275 -0.220 -1.529 0.318
H -1.086 -0.305 2.720 0.192
```

- HOMO-LUMO gap (alpha / beta) (eV) = 6.81 / 6.81
- relative energy (zero: lowest compared OMol25 entry of this formula, charge and spin) (kJ/mol) = 342.1
- largest force on an atom (hartree/bohr) = 0.0653
- DFT total energy (Ha) = -1133.0207
- HOMO energy (alpha / beta) (eV) = -8.68 / -8.68


[3]
Formula: C3HF5O3S
Source: the Open Molecules 2025 dataset
Level of theory: ωB97M-V/def2-TZVPD

```
13
Properties=species:S:1:pos:R:3:mulliken_charge:R:1
S -3.771 -0.130 -0.225 1.285
F -1.778 1.312 0.372 -0.263
F 0.640 -2.371 0.410 -0.222
F -0.484 1.348 2.125 -0.211
F -0.823 -1.657 1.730 -0.200
F 0.120 2.243 0.284 -0.267
O -4.360 -0.181 1.100 -0.443
O -4.157 0.886 -1.099 -0.408
O -2.937 -1.187 -0.607 -0.408
C -0.023 -1.296 0.737 0.471
C 0.119 -0.094 0.262 -0.449
C -0.499 1.212 0.851 0.829
H 0.712 0.113 -0.700 0.287
```

- SMILES = FC(F)=CC(F)(F)F.O=S(=O)=O
- HOMO-LUMO gap (eV) = 10.84
- relative energy (zero: lowest compared OMol25 entry of this formula, charge and spin) (kJ/mol) = 21.0
- largest force on an atom (hartree/bohr) = 0.0804
- DFT total energy (Ha) = -1238.0970
- HOMO energy (eV) = -11.11